No. 1
Formula: C34H46ClF9INO8S
Source: the Open Molecules 2025 dataset
Level of theory: the ωB97M-V functional and the def2-TZVPD basis

Geometry as XYZ:
```
101
Properties=species:S:1:pos:R:3:forces:R:3
F 4.697293 4.280899 3.768628 0.0702 -0.0799 0.0069
H 3.089001 -8.403525 -3.141719 -0.0540 -0.0345 0.0389
O -4.950930 -4.110521 -3.216732 0.0023 -0.2293 0.0367
O 5.510890 -1.743433 3.712938 -1.0015 -0.8275 -1.1135
H -1.839801 9.112498 -0.417089 0.0102 0.0309 -0.0665
F 1.959444 3.208155 7.969969 0.5292 -0.1436 0.0283
O -2.167026 9.213585 -3.058302 0.0513 -0.2143 -0.0528
H 4.702895 1.427978 1.918608 -0.1595 0.2135 -0.1122
O -1.298140 7.211069 -1.064269 0.1402 0.1894 -0.0277
C -3.015274 8.545882 -2.135118 0.0369 0.4520 0.0682
I -4.551150 -0.386272 -0.579499 0.3749 0.1645 0.0034
C 0.985553 -5.878936 -0.685297 0.3128 0.2840 0.2191
H 0.057166 -4.661627 -2.915447 -0.0316 -0.0653 -0.0560
C -7.149546 -4.594641 -4.114558 -0.0362 -0.4081 -0.2111
C 2.707390 2.321011 1.778873 1.3016 -1.3006 -0.1294
C 0.901731 -1.365528 -0.159167 0.1643 0.0535 0.0639
C 3.247378 3.407679 5.379478 1.0175 -1.0269 -0.1460
H 0.687724 6.933747 -1.410101 -0.0552 -0.0442 0.0241
H -4.958943 -6.022146 -2.389838 0.0213 -0.0286 -0.0335
H 0.663288 -2.356420 -2.032895 0.3113 -0.1379 -0.0968
H 2.228398 -0.244374 2.308972 0.0180 -0.0912 0.6202
C 3.683439 1.163520 1.635382 0.0564 -0.6790 0.5429
H 0.852778 -5.320764 0.248201 -0.0486 -0.0385 0.0190
C 0.017241 7.735846 -1.102734 -0.0125 -0.1222 0.0047
C -0.176639 -0.310008 -0.264456 0.7802 -1.4212 0.2281
H 3.777813 0.807543 0.604314 -0.2109 0.3813 -0.0442
C 1.682069 2.447903 0.842935 0.2849 0.1411 0.2190
C 3.300600 -0.101516 2.476533 0.3221 0.1708 -1.5590
H 1.677550 -0.977491 0.505595 0.1273 -0.1050 -0.2133
S -0.454717 3.638108 -0.286502 -0.3021 0.3330 0.0380
H -8.698282 -4.699169 -1.894401 0.0311 0.0583 0.0625
H 1.357670 -7.682073 0.392337 0.0157 0.0418 0.0390
H -7.522829 -3.646461 -3.716840 0.0600 0.0146 0.0323
F 0.638554 1.632845 7.342133 0.1912 0.0337 0.0143
O 1.624240 -5.002911 -1.604756 -0.1384 -0.1754 -0.1280
H -5.283792 -5.464525 -4.760382 -0.0515 -0.0391 0.0368
H -1.269248 7.454303 -3.722116 -0.0406 -0.0279 -0.0094
H 1.041468 -6.113205 -3.268575 -0.0442 -0.0053 0.0144
F 4.222935 2.970036 6.224824 -0.0806 0.1073 0.0844
H -5.483883 -3.747226 -5.142640 -0.0186 -0.0337 -0.0383
H 0.318412 8.082623 -0.107980 0.0479 0.0762 -0.0337
H 0.506258 -2.247068 0.348605 0.0456 0.1108 -0.0232
C -5.662179 -4.511552 -4.379272 0.0080 0.4610 0.0627
C 0.954022 4.454393 1.943958 -0.4936 0.3583 -0.2506
H -3.443839 -5.529274 -3.202332 -0.0100 -0.0892 0.0223
C -4.281774 -5.186621 -2.585047 0.0257 0.1063 0.0346
H -2.557171 8.117838 -4.770750 0.0309 -0.0846 -0.0125
H -7.835742 -6.128506 -1.294344 -0.0153 -0.0312 -0.0661
C 1.886625 2.128929 7.198085 -1.2829 -0.2848 -0.3967
F 4.628774 2.120116 3.991583 -0.1220 -0.1058 -0.1106
C 1.833852 -7.099876 -0.403248 -0.3380 -0.2895 -0.0530
C -2.231286 1.529521 -0.421791 -0.6857 0.4845 -0.0195
H -3.002655 7.807393 -0.134040 -0.0203 0.0495 0.0078
O -7.461994 -5.670438 -3.240895 0.0441 0.1607 0.1549
C -7.747556 -5.242291 -1.921209 -0.0173 -0.0836 -0.0234
Cl -1.906574 -2.418737 -0.328443 0.2957 0.2012 -0.0492
C 1.947703 4.289511 2.859224 0.2556 1.1755 1.0636
C 4.047811 -1.313615 1.850661 -0.0038 -0.5162 0.6634
F 2.125707 1.327506 5.026850 0.1977 0.1151 -0.2802
H 3.559028 0.020231 3.524154 -0.1923 0.0092 -0.0545
F 2.713672 1.166475 7.570403 0.3724 0.4515 0.1317
C -2.283549 8.212886 -0.853334 -0.1764 -0.4333 0.0135
H 2.053379 0.715628 -0.157011 0.3653 0.3620 -0.0631
C -1.495519 -0.713614 -0.349009 -0.6733 -0.7486 -0.1134
O 4.419057 -3.546580 2.849547 0.1679 0.6569 0.3547
C -0.927963 1.920458 -0.334379 1.1844 1.5289 0.1654
H 3.405657 -6.801309 -2.449623 0.0315 0.0033 0.0325
H 0.277718 5.297228 2.012850 -0.0234 -0.0860 -0.0510
H -6.950925 -4.608507 -1.522770 -0.0248 0.0418 -0.0075
H 2.390375 -2.303115 -1.488746 -0.1958 -0.1585 -0.0485
C -1.723436 8.370866 -4.107242 0.0130 0.0884 -0.0069
N 1.460728 1.532530 -0.217945 -0.4299 -0.7891 0.4611
C 3.853724 3.215487 3.925494 -0.1557 0.8252 0.2098
O 1.919460 -7.944629 -1.541291 0.1604 0.1511 -0.0485
C 0.126720 1.037025 -0.271643 -0.1418 0.0512 -0.1946
C 0.829747 3.528108 0.941792 -1.0816 -0.3663 -1.0299
C 2.027056 2.501460 5.676907 -0.3460 -0.0155 1.0262
H -3.443327 7.642629 -2.579418 0.0510 -0.0409 0.0243
C 1.442747 -1.768512 -1.544860 -0.3720 0.7627 0.2539
F 3.034007 4.687456 5.683940 -0.4889 0.0405 -0.2088
H -7.664484 -4.791260 -5.060507 0.0088 0.0546 -0.0146
H 0.101259 8.557736 -1.818075 0.0063 0.0330 0.0348
H 1.568291 -0.851929 -2.134642 0.1833 -0.2009 -0.0493
C 3.163094 -7.840398 -2.212637 -0.0519 -0.0677 -0.0133
C 1.069027 -5.082730 -2.906347 0.0644 0.0950 -0.0005
C -2.529374 0.189322 -0.441697 -0.9345 -0.1428 -0.0893
H 3.962290 -8.274234 -1.602772 0.0592 0.0611 -0.0265
H -0.976060 8.917136 -4.680893 -0.0365 0.0589 0.0307
F 0.868011 3.083280 5.334698 0.1616 0.2641 -0.2461
H 3.388897 -1.948091 1.253775 0.0051 0.1460 0.0169
H -0.004258 -6.171470 -1.047420 0.0227 -0.0493 -0.0291
H 2.032300 5.045297 3.633105 0.0598 -0.1266 -0.0167
H 3.523781 -3.647850 3.199705 -0.0418 -0.1766 -0.2147
H 1.696596 -4.493781 -3.574356 0.0148 0.0340 0.0616
H 2.829388 -6.805878 -0.057863 -0.0006 0.0588 -0.0350
H 4.845784 -0.976110 1.180649 0.0070 -0.0062 0.1652
C 4.725301 -2.189570 2.906432 0.7713 0.7132 0.6940
H -3.836939 9.231070 -1.902680 -0.0290 -0.0449 0.0235
H -3.007786 2.282962 -0.473026 -0.0024 -0.0935 0.0405
C 2.833576 3.238288 2.816234 -0.2111 -0.2203 -0.2432
H -3.889756 -4.823684 -1.635398 -0.0081 0.0704 -0.0337
```
Positions in Å, forces in eV/Å.

E_tot ... -4034.59934 a.u.
Orbital gap ... 8.6 eV
Highest occupied orbital energy ... -8.429 eV
SMILES string ... CCc1c(Cl)c(I)cc2c1Nc1c(ccc(C(F)(F)C(F)(F)C(F)(F)C(F)(F)F)c1CCCC(=O)O)S2.COCCOC.COCCOC.COCCOC


No. 2
Formula: C34H47BBr73NO3P
Source: the Open Molecules 2025 dataset
Level of theory: the ωB97M-V functional and the def2-TZVPD basis

Geometry as XYZ:
```
160
Properties=species:S:1:pos:R:3:forces:R:3
H 1.446399 -5.210484 3.335368 -0.0356 -0.1855 0.1023
H 9.573925 6.714406 -1.555715 -0.2293 0.0327 -0.0947
Br -3.239217 -4.385885 -5.277290 -0.7008 -0.1750 0.3211
Br -6.999830 2.646460 -1.065058 -0.1059 -0.1241 -0.1724
Br -2.658429 3.757211 1.834477 -0.3080 -0.1099 0.1482
H -0.825334 -4.534932 -2.441984 -0.3803 -0.3165 0.7121
H -8.458633 1.122664 -2.372261 0.0907 0.2298 -0.0753
Br -0.784065 -4.230489 -7.391814 0.7768 -0.0520 -0.2688
C 5.319879 7.751538 4.495246 -0.0787 -0.0472 0.0072
Br 4.703011 -0.166342 -5.755126 -0.1946 0.2436 0.1843
C 0.389659 -4.275626 -0.079779 -0.0097 -0.9944 0.0208
H -3.151716 -2.835868 1.070899 -1.1057 0.9678 -0.4105
H -2.162461 -7.157082 -1.893157 -0.1391 1.4947 0.0485
H -4.447303 3.046734 -5.408848 0.1219 0.2338 -0.0076
Br -2.284732 3.398031 -6.580750 -0.3099 0.1712 0.4446
H -5.023656 -1.557732 -3.304572 -0.7379 0.6375 -0.1285
C -8.070847 2.115454 -2.587848 -0.1276 -0.0171 -0.0637
H -13.379478 2.934195 -3.031802 -0.0625 0.1490 -0.1989
N -0.840763 -5.482048 -2.051039 0.1267 0.4293 1.7810
Br -6.738465 -10.119464 -7.502392 -0.2781 0.1682 0.1967
H 3.860600 0.531308 -3.525634 -0.0396 0.1067 -0.2218
Br 7.410322 6.336669 -0.391028 0.2486 0.0315 -0.5156
H -4.417340 -0.462926 -0.742577 1.0797 -1.1698 0.1675
Br 3.127290 -2.765981 5.414756 0.2061 0.0832 -0.2450
C 3.694547 0.935608 -4.521626 0.0317 -0.1069 0.1068
Br 2.307349 -7.465463 2.750070 -0.3163 0.1477 0.1495
C 8.298926 10.699689 2.678376 0.0321 0.0943 0.1872
Br 6.127025 15.350830 4.478664 -0.3252 -0.1144 0.0768
C 13.726083 9.191139 1.177462 0.0237 0.0790 0.0647
Br 1.529517 -6.216889 5.605164 -0.1491 -0.1246 -0.3814
H -0.454033 -4.031623 0.641757 0.8983 -0.3412 -0.8654
H 4.668301 13.338999 4.409514 -0.0369 0.2159 0.0930
Br 7.200211 9.301498 1.905710 0.2594 0.2621 -0.1176
Br -4.221701 -8.769156 3.215938 0.1707 -0.1154 0.1079
C 3.823705 3.742647 0.754379 0.0992 -0.0750 -0.0800
H 5.862017 7.835479 3.557492 -0.1322 -0.0021 0.2534
Br -9.391868 -8.314201 -7.591776 0.2540 -0.1686 0.2040
H -4.287527 -4.181764 -1.691566 -0.4207 -0.9726 0.8376
Br -15.577675 3.348521 -4.112513 0.3780 0.0691 0.0130
H -7.056468 -3.064113 -3.717326 0.7281 -0.7150 0.4257
Br 1.226891 1.606549 2.880760 -0.3360 -0.4120 0.1114
Br 7.056004 -9.064390 0.977231 -0.3361 0.1442 -0.1440
Br -3.479462 1.713035 13.182194 0.1923 0.0840 -0.3471
H -2.435716 -4.588141 -0.092277 -0.5754 -1.3977 -0.6189
C 5.320669 -8.357752 0.482222 0.0382 -0.0234 0.0851
H 5.467155 -3.086078 4.642414 -0.2088 0.0757 -0.1180
H 4.921227 -7.852383 1.358697 0.1003 -0.0916 -0.2090
Br 4.978619 -0.891386 3.582443 -0.1568 -0.3105 0.0740
Br 11.138029 -6.939153 1.284475 -0.0537 -0.3378 0.1199
Br 4.330020 2.766147 -4.499455 -0.1101 -0.2973 -0.1693
H -4.917843 -5.215154 1.180445 -0.7077 0.7320 -1.1744
Br 5.457323 -7.029605 -0.923799 -0.0384 -0.2287 0.2306
H -4.056581 -1.424474 1.808869 -0.0320 -0.8730 -1.3229
Br 2.028868 4.341668 1.178538 0.3271 0.1132 -0.1424
C -8.306172 -9.521222 -6.532588 -0.0182 -0.0973 -0.0724
Br 12.504918 7.736185 0.790214 0.2005 0.2093 0.0431
Br -12.675217 2.916300 -5.415358 -0.1930 0.1503 0.2433
Br 1.789084 0.833506 -4.864244 0.3078 0.0660 0.0275
Br -3.421859 4.718654 -3.881783 -0.0917 -0.1289 -0.3150
Br 5.983370 6.166902 5.393992 -0.1404 0.2825 -0.1313
H -3.095866 -5.968308 -7.187294 -0.0623 0.0425 0.2386
C 11.157170 -8.732656 2.019578 0.0946 0.0034 0.0067
Br 2.356958 -4.006880 -6.773994 -0.3269 -0.1062 0.0566
Br 2.994253 15.081612 3.829647 0.2980 -0.1065 0.2021
Br 5.688807 9.363253 5.508274 -0.0641 -0.3082 -0.2015
C -5.412395 -4.782615 0.236936 0.5434 0.0058 0.4934
Br 5.166977 4.922150 1.499701 -0.4405 -0.2829 0.1514
C 0.568434 -0.013472 3.716911 0.2437 0.1218 0.0705
H 13.317776 9.730946 2.028849 0.0762 -0.1348 -0.1986
Br 4.476535 10.789862 -1.776106 -0.0013 -0.3467 0.1595
C -6.807486 -2.083091 -0.548019 -0.8957 0.1781 0.2219
Br 0.862985 2.960353 -8.266680 -0.1719 -0.0734 -0.2679
C -4.435426 -5.065019 -0.995320 0.3594 -0.8547 0.2082
O -5.787832 -1.116862 -2.862580 -0.3343 -2.2743 1.8491
O -6.685569 -3.395853 -2.864928 -0.5320 2.5111 1.0840
Br 0.357239 -5.115454 -4.516758 0.1996 -0.1951 -0.9106
Br -2.565013 1.019538 10.183156 -0.0065 0.1694 0.1902
H -6.254245 -2.908447 1.927099 0.4392 0.0966 -0.9062
C -0.209874 2.433531 -9.794614 -0.0524 -0.0705 -0.0842
C 0.229896 2.559830 7.659816 -0.1149 -0.1063 0.0891
H -3.744041 -10.941980 4.325242 0.0963 0.2397 -0.0535
H -3.916737 3.071959 3.866337 -0.0675 0.0474 -0.2303
Br -1.193877 0.233052 4.488912 0.2233 -0.0299 -0.1719
Br -5.522299 -6.151475 -6.681480 0.3436 0.0469 0.1337
Br -5.247277 5.062338 3.206238 0.1750 -0.4182 -0.1496
C 1.184178 -6.203019 3.697304 0.1776 0.1414 -0.0082
H -7.819905 -2.616244 -0.426081 1.5456 0.4771 0.0239
Br -2.675105 -9.404302 5.958055 -0.0779 -0.0588 -0.3903
C -2.951121 -5.516814 -0.522103 -0.8231 0.3796 -0.8989
C -2.534678 0.013297 0.360247 0.6105 -0.1149 -1.1890
C -0.013310 -5.616823 -0.853284 0.2663 -1.4385 -0.1102
Br 4.254727 7.625270 -2.265796 -0.0189 0.2470 0.2358
H -8.911836 -10.401666 -6.331216 0.1391 0.2144 -0.0344
Br 4.071756 -9.768206 0.022190 0.2139 0.2756 0.0717
H -6.424574 -5.306762 0.164568 1.2229 1.0621 -0.0808
H -2.987184 -6.330030 0.272122 0.0231 1.0052 -0.9935
C -3.136626 -10.050142 4.190098 0.1843 -0.1795 0.1055
H -7.021857 -0.991510 -0.257098 0.7405 -1.4880 -0.2357
H 5.517587 8.899024 -0.545578 -0.1900 0.0157 -0.1193
H -0.364640 1.664892 7.831084 0.1206 0.2057 -0.0249
Br 4.125938 14.162613 6.690432 0.0799 0.0632 -0.3476
Br -2.461193 -1.938488 -1.763364 -1.0629 0.2829 0.6398
Br 8.304278 5.615839 -3.387722 -0.0401 0.2285 0.3009
Br -1.567215 -10.580514 3.183636 -0.3259 0.1951 0.1882
C 4.582443 -2.706622 4.136186 0.0537 0.0361 0.0070
C 4.501882 14.341863 4.797362 -0.0435 -0.0793 -0.0248
Br -4.988978 5.125730 -6.657926 0.2453 -0.2114 0.2198
C 8.543647 6.820143 -1.888033 0.1760 0.1300 0.0124
Br -7.838696 -8.748726 -4.816836 -0.0680 -0.1063 -0.2621
C -3.548597 -1.057316 -0.313819 1.0000 1.3077 1.7796
C -4.247304 3.433257 2.894886 0.2166 0.2691 0.2329
H -3.071093 0.830327 0.931965 0.5004 -1.2131 -0.5714
Br 7.287393 12.323685 2.985475 0.2648 -0.2841 -0.1238
Br -2.569450 4.065611 11.197118 -0.0765 -0.3548 0.1032
Br -5.351738 2.036430 2.126104 -0.0025 0.1774 0.0761
C -2.335338 2.208637 11.698888 0.0797 0.1215 0.1195
B -6.417909 -2.193832 -2.120896 0.8362 -0.1748 -2.2739
Br 8.299865 8.673604 -2.401890 -0.0415 -0.3259 0.1269
Br 1.807985 2.013127 6.675284 -0.2083 0.1178 0.1681
C -3.867200 3.945496 -5.604270 -0.0265 -0.0984 -0.0127
H 1.243850 -0.246679 4.538458 -0.1617 -0.0235 -0.1548
C -3.959902 -2.059262 0.856563 0.0407 0.4502 -0.0247
Br -9.600025 3.277773 -2.840994 0.3400 -0.1761 0.0404
H 0.525962 -3.384397 -0.765607 0.0108 -1.1425 0.7567
Br 9.889035 11.026800 1.621018 -0.3244 -0.0695 0.1069
H 1.305390 -4.524797 0.546267 -1.0279 0.5341 -0.9124
Br 4.253234 -3.869420 2.619118 -0.0113 0.1845 0.2369
H -1.732639 -0.499475 0.993797 -1.2970 0.5933 -0.7197
Br -13.190677 5.381465 -3.421515 -0.0497 -0.3416 -0.1167
C 4.519803 9.032800 -0.959584 0.0528 0.0158 -0.0458
H -4.904967 -5.909256 -1.614790 0.6959 1.2670 0.8467
P -5.615268 -2.928487 0.629218 -0.4585 -0.8270 0.0137
H 8.630294 10.342626 3.651036 -0.1141 0.0426 -0.2193
H 0.864420 -5.993565 -6.785538 -0.0670 0.2284 0.0806
Br 9.904803 -8.921936 3.487086 0.2030 0.0303 -0.2637
Br -0.869864 3.783915 6.634380 0.2261 -0.1742 0.1671
H -0.601001 1.441561 -9.580812 0.1008 0.2316 -0.0425
Br 15.475342 8.542379 1.702128 -0.3422 0.1019 -0.1452
Br -0.694816 -6.472361 3.299951 0.2384 -0.0076 0.0594
Br 13.834279 10.449301 -0.293116 -0.0420 -0.2575 0.2517
Br 0.856865 2.287131 -11.406164 -0.1826 0.0663 0.3230
Br -3.002652 -7.586954 -5.304398 -0.1263 0.3238 -0.1455
H -1.307819 2.097181 12.037746 -0.2257 0.0038 -0.1161
C 0.719395 -4.980112 -6.417958 0.2473 0.0516 -0.0030
Br -7.000682 1.967586 -4.195006 -0.2017 0.0810 0.1951
O 0.301846 -6.759116 -0.487778 -0.8796 3.2352 -0.4146
C -2.217028 -6.020355 -1.877377 -0.4505 -0.1807 0.2489
Br 3.268434 8.892639 0.516135 0.2810 -0.0021 -0.2957
Br 0.615420 -1.516248 2.491428 -0.0230 0.1486 0.1426
Br 4.070294 3.483156 -1.150084 -0.0899 0.0941 0.3910
H -1.961800 0.507759 -0.501728 -0.9004 -0.5259 1.2896
H 12.151864 -8.900088 2.425837 -0.2382 0.0375 -0.0935
Br 10.868523 -10.075226 0.651478 -0.0122 0.2647 0.2476
Br 3.440289 7.594719 4.049856 0.2943 -0.0030 0.2164
H 3.955249 2.771362 1.226635 -0.0393 0.2318 -0.0642
Br -1.736112 3.602261 -10.045136 0.3727 -0.1704 -0.1868
H -2.856217 -5.671317 -2.759230 1.1080 -0.5762 1.1237
C -13.665507 3.557139 -3.876080 -0.0408 -0.0548 0.0608
Br 0.679750 3.282090 9.399748 0.0214 -0.1103 -0.4117
C -3.639116 -6.016896 -6.245830 -0.1104 -0.1341 -0.0899
```
Positions in Å, forces in eV/Å.

E_tot ... -189872.97774 a.u.
Orbital gap ... 8.3 eV
Highest occupied orbital energy ... -11.129 eV
Charge ... +1


Q: What is the formula in the second record?
A: C34H47BBr73NO3P